(1)
This record from OMol25 describes C52H42N2O3P3ReS4 as an isolated structure. The level of theory is ωB97M-V/def2-TZVPD.

Structure (XYZ):
```
107
Properties=species:S:1:pos:R:3:lowdin_spin:R:1
Re 1.09 -0.53 0.90 1.18
S -0.44 -2.33 0.27 0.02
S 1.11 3.29 2.50 -0.02
S 4.02 1.53 -0.97 -0.02
S -2.75 -1.10 -2.01 0.00
P 0.07 2.54 1.03 -0.02
P -2.14 -2.52 -0.82 0.01
P 2.11 1.88 -1.24 -0.03
O 2.38 -1.29 -0.48 0.06
O 0.23 -0.19 2.65 0.11
O -1.48 0.11 4.86 0.00
N 2.89 -0.47 1.82 0.02
N 3.95 -1.04 1.15 0.01
C 1.52 5.63 -2.85 0.00
C -1.94 -4.10 -1.73 0.00
C 2.05 3.68 -1.53 0.00
C -2.36 5.75 -1.23 0.00
C 3.11 -0.14 3.07 -0.07
C -2.71 -5.54 -3.50 0.00
C -4.11 0.98 2.18 0.00
C -1.51 6.13 -0.20 0.00
C 4.82 -3.95 -2.54 0.00
C 1.55 1.18 -2.83 0.00
C 2.13 0.18 4.06 0.00
C 6.58 -3.55 -0.95 0.00
C 3.58 -1.47 -0.02 0.01
C 0.90 1.32 0.01 -0.23
C 0.36 0.49 -2.98 0.00
C 4.03 -3.01 -1.90 0.00
C -0.79 3.85 0.04 0.00
C 6.09 -4.23 -2.06 0.00
C -2.00 -1.01 4.15 0.00
C 2.90 5.85 -0.89 0.00
C 0.79 0.24 -5.33 0.00
C -3.49 1.97 2.92 0.00
C -3.18 -3.19 1.74 0.00
C -0.83 -6.20 -2.15 0.00
C -4.78 -2.89 -0.03 0.00
C -0.02 0.01 -4.23 0.00
C -3.44 0.39 1.11 0.00
C 2.26 6.42 -1.98 0.00
C -2.15 0.80 0.79 0.00
C -1.53 1.79 1.54 0.00
C -0.13 0.25 4.94 0.01
C -2.21 2.38 2.60 0.00
C 0.74 0.08 3.83 -0.01
C 5.79 -2.61 -0.30 0.00
C 1.75 0.76 6.38 0.01
C 1.99 0.93 -5.18 0.00
C 2.80 4.48 -0.67 0.00
C 1.41 4.26 -2.62 0.00
C -2.42 4.43 -1.63 0.00
C -4.22 -3.43 2.63 0.00
C -2.82 -4.36 -2.78 0.00
C -0.73 5.17 0.44 0.00
C -1.72 -6.46 -3.19 0.00
C -3.46 -2.92 0.40 0.00
C -5.53 -3.42 2.19 0.00
C 0.38 0.60 6.17 -0.02
C 2.61 0.53 5.34 -0.01
C -5.82 -3.14 0.86 0.00
C 4.51 -2.35 -0.77 0.00
C 2.37 1.39 -3.93 0.00
C -1.64 3.47 -1.00 0.00
C -0.95 -5.02 -1.42 0.00
H 6.70 -4.98 -2.55 0.00
H -6.84 -3.11 0.52 0.00
H -5.00 -2.65 -1.07 0.00
H -2.97 6.50 -1.73 0.00
H -3.39 -5.74 -4.31 0.00
H 2.34 7.48 -2.16 0.00
H 3.03 -2.78 -2.25 0.00
H -5.12 0.66 2.42 0.00
H 0.83 3.64 -3.29 0.00
H -1.46 7.16 0.11 0.00
H 7.57 -3.77 -0.57 0.00
H -3.57 -3.63 -3.04 0.00
H -0.26 -4.81 -0.61 0.00
H 2.63 1.11 -6.04 0.00
H 3.48 6.46 -0.22 0.00
H -3.99 -3.63 3.67 0.00
H -0.27 0.30 -2.11 0.00
H -1.64 0.34 -0.05 0.00
H -6.34 -3.61 2.89 0.00
H 3.32 4.02 0.16 0.00
H -3.05 -1.08 4.41 0.00
H -1.71 3.15 3.18 0.00
H -4.00 2.42 3.76 0.00
H -0.05 -6.91 -1.91 0.00
H 0.50 -0.13 -6.30 0.00
H -1.90 -0.90 3.07 0.00
H 3.31 1.92 -3.80 0.00
H -2.16 -3.19 2.07 0.00
H 1.03 6.07 -3.70 0.00
H -1.63 -7.38 -3.76 0.00
H -0.33 0.74 6.98 0.00
H 4.14 -0.19 3.39 0.00
H 2.13 1.03 7.35 0.00
H -3.08 4.13 -2.44 0.00
H 3.68 0.63 5.47 0.00
H 4.43 -4.48 -3.40 0.00
H 6.15 -2.08 0.57 0.00
H -1.49 -1.93 4.47 0.00
H -3.91 -0.39 0.52 0.00
H -0.08 5.44 1.26 0.00
H -1.69 2.44 -1.31 0.00
H -0.95 -0.53 -4.33 0.00
```

Calculated values
Relative energy (zero: lowest compared OMol25 entry of this formula, charge and spin) = 20.4 kJ/mol
Lowest unoccupied orbital energy (spin up / spin down) = 1.497 / 2.024 eV
Total charge = -1
HOMO energy (spin up / spin down) = -0.1789 / -0.1545 Ha
Multiplicity = 2
DFT total energy = -5037.2694 a.u.

(2)
This record from OMol25 describes C52H42N6PPbS3 as an isolated structure. The level of theory is ωB97M-V/def2-TZVPD.

Structure (XYZ):
```
105
Properties=species:S:1:pos:R:3:mulliken_charge:R:1
Pb 0.17 -0.60 -0.39 1.81
S -1.08 -2.04 -2.56 -0.64
S -1.61 -2.78 0.67 -0.72
S 2.88 2.13 -1.23 -0.28
P -2.25 -2.98 -1.21 1.65
N 3.45 2.61 1.62 -0.05
N -1.33 0.99 3.38 0.46
N 1.32 -0.24 2.17 1.17
N 2.31 1.22 0.10 0.06
N -1.76 0.09 2.49 0.21
N 1.54 -0.37 -2.51 0.88
C -0.08 4.33 0.81 -0.41
C -1.57 1.49 -1.03 0.21
C -3.23 1.08 -4.24 -0.25
C -3.46 -5.37 -2.06 -0.42
C 3.36 3.80 0.86 0.17
C -2.23 -7.41 -2.39 -0.53
C 2.92 4.89 -1.23 -0.51
C -2.29 -4.73 -1.69 0.19
C -2.15 0.94 -2.04 0.93
C 2.68 -2.19 -1.45 0.91
C 1.76 -2.19 -0.40 1.19
C 2.75 -0.40 4.53 -1.00
C -0.23 3.31 -0.10 0.03
C 1.65 -1.22 4.32 -1.12
C 3.00 -3.98 0.66 -1.09
C -4.97 3.06 -3.37 -0.77
C -5.04 2.60 -4.68 -0.50
C 3.54 5.04 1.47 -0.77
C 1.87 0.32 -4.77 -1.10
C 0.97 -1.10 3.12 -0.51
C -5.67 -1.47 -2.82 -0.72
C -1.05 4.50 1.81 -0.78
C 3.10 0.51 3.56 -0.73
C 3.77 -3.07 -1.41 -0.78
C 3.13 6.12 -0.64 -0.78
C -2.10 1.05 4.48 -0.60
C -1.06 -6.77 -2.01 -0.69
C -3.43 -6.71 -2.41 -0.75
C -4.76 -2.19 -0.30 -0.70
C -3.10 0.13 4.31 -0.95
C -6.04 -1.68 -0.46 -0.78
C 3.07 3.72 -0.49 0.53
C -4.17 1.61 -5.12 -0.85
C 1.92 -3.10 0.64 -0.96
C 3.93 -3.95 -0.36 -1.03
C 3.15 -1.48 -3.84 -0.96
C -2.30 2.63 0.99 -0.08
C 2.70 1.51 1.28 0.07
C -4.03 2.54 -2.50 -0.32
C 1.24 0.42 -3.55 -0.52
C -3.16 1.55 -2.94 0.21
C -1.34 2.45 -0.02 0.01
C -6.50 -1.32 -1.72 -0.57
C 2.47 -1.32 -2.64 0.61
C -4.39 -1.98 -2.67 -0.21
C -2.84 -0.44 3.05 -0.08
C -1.08 -5.43 -1.66 -0.39
C 2.35 0.57 2.39 0.13
C -2.15 3.66 1.89 -0.99
C 2.85 -0.66 -4.91 -0.85
C 3.44 6.20 0.71 -0.65
C -3.93 -2.33 -1.40 0.60
H -2.21 -8.46 -2.66 0.39
H 4.50 -3.07 -2.21 0.35
H 3.98 1.13 3.70 0.67
H -0.17 -4.92 -1.36 0.25
H -2.57 0.28 -4.57 0.44
H -4.40 -2.47 0.68 0.34
H 3.04 7.03 -1.23 0.38
H 1.60 0.98 -5.58 0.52
H 1.33 -1.95 5.05 0.55
H 0.47 1.16 -3.37 0.46
H 3.56 2.77 2.61 0.22
H 0.77 4.99 0.75 0.32
H -0.12 -7.31 -1.99 0.42
H -3.14 1.95 1.05 0.62
H -4.35 -7.21 -2.70 0.41
H -4.23 1.24 -6.13 0.41
H 4.78 -4.62 -0.34 0.40
H 3.60 7.16 1.18 0.41
H -1.88 1.72 5.30 0.48
H -3.98 2.90 -1.48 0.39
H -0.93 5.31 2.52 0.47
H 3.32 -0.48 5.45 0.44
H -6.69 -1.56 0.41 0.42
H -3.75 -2.09 -3.53 0.49
H -5.78 3.01 -5.36 0.42
H -2.89 3.82 2.67 0.44
H 2.67 4.82 -2.29 0.48
H 3.37 -0.78 -5.85 0.45
H -7.49 -0.91 -1.84 0.42
H -6.03 -1.19 -3.81 0.44
H 3.10 -4.68 1.48 0.51
H 0.49 3.16 -0.89 0.72
H -4.40 -4.83 -2.07 0.43
H 3.89 -2.26 -3.96 0.45
H -0.50 1.52 3.17 -0.06
H 1.19 -3.15 1.43 0.39
H -1.89 -0.11 -2.29 -1.00
H -5.66 3.83 -3.03 0.44
H 0.10 -1.71 2.90 0.47
H -3.37 -1.22 2.53 0.20
H -3.90 -0.11 4.99 0.46
H 3.77 5.09 2.53 0.42
```

Calculated values
Relative energy (zero: lowest compared OMol25 entry of this formula, charge and spin) = 0.0 kJ/mol
Lowest unoccupied orbital energy (spin up / spin down) = -3.796 / -3.796 eV
Total charge = +1
HOMO energy (spin up / spin down) = -0.3730 / -0.3730 Ha
DFT total energy = -4063.8860 a.u.

(3)
This record from OMol25 describes C52H43ClGeN5OSbSc as an isolated structure. The level of theory is ωB97M-V/def2-TZVPD.

Structure (XYZ):
```
105
Properties=species:S:1:pos:R:3:lowdin_spin:R:1
Sb -1.85 2.46 -3.33 0.63
Ge 1.02 0.31 1.67 0.01
Sc -0.27 0.49 -0.73 0.01
Cl -7.03 -1.55 1.20 0.00
O -2.34 -0.38 -2.17 0.05
N -0.94 -1.72 -0.25 0.00
N -2.21 1.88 -0.29 0.01
N -0.90 -1.59 -3.37 0.00
N 1.33 -0.95 -1.48 0.00
N 0.80 2.42 -1.82 0.02
C 0.28 -3.72 0.63 0.00
C -0.45 -0.02 5.63 0.00
C 3.59 -2.55 -1.66 0.00
C -1.49 -1.80 4.40 0.00
C -2.90 1.94 0.87 0.00
C -4.46 -1.81 0.47 0.00
C -3.11 -1.44 -4.25 0.00
C 2.61 -0.87 1.83 0.00
C 4.80 -2.63 2.18 0.00
C 2.48 -2.08 2.53 0.00
C 1.65 2.15 2.06 0.00
C -5.80 -0.33 -0.87 0.00
C 2.01 2.92 -1.50 0.00
C 3.27 3.66 3.07 0.00
C 2.41 4.19 -1.89 0.01
C 2.97 2.09 -0.72 0.00
C 3.88 -0.57 1.31 0.00
C 1.46 4.56 1.77 0.00
C -4.70 -0.06 -1.67 0.00
C -3.95 3.17 -1.33 0.03
C 1.36 -2.15 -0.82 0.00
C -0.03 3.22 -2.56 0.08
C 2.36 -0.61 -2.23 0.00
C -2.76 2.49 -1.39 0.05
C 2.50 -2.97 -0.87 0.00
C -5.67 -1.20 0.20 0.00
C -1.43 -2.69 -5.41 0.00
C -1.29 -1.13 5.60 0.00
C 0.20 0.41 4.48 0.00
C -3.35 -1.51 -0.31 0.00
C -2.35 1.29 2.09 0.00
C 3.51 -1.39 -2.37 0.00
C 2.80 2.37 2.83 0.00
C -4.67 3.21 -0.14 0.00
C -2.13 -1.19 -3.32 0.02
C 0.32 4.49 -2.95 0.03
C 1.43 -4.54 0.61 0.00
C 1.00 3.27 1.54 0.00
C 0.23 -2.56 -0.09 0.00
C -4.14 2.58 0.96 0.01
C 2.60 4.76 2.54 0.00
C -3.48 -0.64 -1.39 0.00
C 3.55 -2.94 2.71 0.00
C 1.57 5.00 -2.60 0.00
C -0.84 -1.37 3.25 0.00
C 4.96 -1.44 1.49 0.00
C -2.73 -2.23 -5.33 0.00
C 0.02 -0.26 3.27 0.00
C 0.92 -2.77 -4.45 0.00
C -0.52 -2.34 -4.42 0.00
C 2.51 -4.18 -0.14 0.00
C -2.09 -2.21 -0.04 0.00
H 1.55 -1.97 -4.85 0.00
H -0.57 -4.03 1.23 0.00
H -4.80 0.62 -2.50 0.00
H 2.97 5.76 2.72 0.00
H -1.11 -3.30 -6.24 0.00
H 1.06 -3.65 -5.08 0.00
H 4.49 -3.17 -1.69 0.00
H 1.43 -5.45 1.19 0.00
H 2.54 1.15 -0.41 0.00
H -5.62 3.73 -0.08 0.00
H 3.28 2.63 0.17 0.00
H 1.86 6.00 -2.89 0.00
H 3.33 1.53 3.26 0.00
H 5.64 -3.30 2.33 0.00
H 3.40 4.53 -1.60 0.00
H -2.44 0.20 2.04 0.00
H 0.10 3.16 0.94 0.00
H 2.27 0.33 -2.76 0.00
H 1.27 -3.00 -3.44 0.00
H 0.93 5.42 1.37 0.00
H -2.87 1.61 2.98 0.00
H -4.33 3.66 -2.22 0.01
H -2.19 -3.22 0.34 0.00
H -1.79 -1.47 6.50 0.00
H 4.07 0.36 0.82 0.00
H 0.84 1.28 4.53 0.00
H 4.15 3.80 3.68 0.00
H -4.37 -2.51 1.30 0.00
H -1.00 -1.91 2.33 0.00
H -1.30 1.52 2.22 0.00
H 5.94 -1.17 1.10 0.00
H 3.86 1.88 -1.32 0.00
H 4.32 -1.04 -2.99 0.00
H -6.76 0.13 -1.08 0.00
H 3.39 -4.81 -0.17 0.00
H -4.65 2.58 1.91 0.00
H -4.12 -1.08 -4.16 0.00
H 3.42 -3.86 3.27 0.00
H -3.45 -2.48 -6.09 0.00
H -0.37 5.08 -3.54 0.01
H -0.30 0.51 6.57 0.00
H -2.14 -2.67 4.37 0.00
H 1.53 -2.34 2.98 0.00
```

Calculated values
Relative energy (zero: lowest compared OMol25 entry of this formula, charge and spin) = 123.2 kJ/mol
Lowest unoccupied orbital energy (spin up / spin down) = -5.801 / -6.601 eV
Total charge = +2
HOMO energy (spin up / spin down) = -0.4603 / -0.4618 Ha
Multiplicity = 2
DFT total energy = -5894.0731 a.u.

(4)
This record from OMol25 describes C52H43IrN5O7P2S3 as an isolated structure. The level of theory is ωB97M-V/def2-TZVPD.

Structure (XYZ):
```
113
Properties=species:S:1:pos:R:3:lowdin_spin:R:1
Ir 0.69 0.26 -0.04 0.20
S -0.77 5.13 -7.95 0.00
S 1.24 -1.50 1.62 0.05
S -1.64 -0.66 0.32 0.04
P -1.06 -1.72 -1.26 0.06
P 1.64 -2.49 -0.07 0.05
O 0.30 1.87 1.32 0.01
O -0.16 6.34 -7.43 0.00
O 0.10 3.97 -7.99 0.00
O -1.62 5.31 -9.11 0.00
O 3.92 -0.36 1.39 0.00
O 2.19 2.66 -1.54 0.00
O -2.85 5.62 0.18 0.00
N -1.60 4.28 1.98 0.00
N -3.12 5.34 -6.58 0.00
N -0.32 1.38 -1.56 0.00
N -1.44 3.99 -5.62 0.00
N 2.68 0.90 -0.12 0.00
C 1.62 -6.52 -0.70 0.00
C 3.65 -1.74 -1.84 0.01
C -2.13 2.76 -2.24 0.00
C -1.14 -4.36 -2.15 0.00
C 0.68 -1.47 -1.14 0.50
C -3.88 5.11 -5.52 0.00
C 0.24 1.57 -2.76 0.00
C 5.96 -2.31 -1.55 0.00
C -1.60 -1.12 -2.87 0.01
C -1.57 2.95 -3.49 0.00
C 1.27 5.40 -0.10 0.00
C -0.14 2.58 4.85 0.00
C -2.48 -0.33 -5.38 0.00
C 4.96 -1.69 -2.28 0.00
C 0.57 6.03 -1.12 0.00
C -2.73 -3.77 -0.43 0.00
C 1.82 1.27 4.54 0.00
C 0.70 -6.96 0.24 0.00
C 0.09 -6.06 1.10 0.00
C 2.99 2.00 -0.93 0.00
C -1.91 4.76 -6.59 0.00
C 3.83 0.49 0.54 0.00
C 4.34 -3.05 0.07 0.00
C -3.75 5.86 -0.90 0.00
C -0.35 2.34 -3.74 0.00
C 5.03 1.31 0.10 0.00
C -1.50 5.49 -0.05 0.00
C 1.30 -4.26 0.06 0.00
C 1.68 1.30 3.18 0.00
C 3.34 -2.42 -0.67 0.01
C 0.59 4.77 0.93 0.00
C -3.30 -0.17 -4.27 0.00
C -0.81 6.09 -1.09 0.00
C -0.29 2.71 3.44 0.00
C -2.74 -5.98 -1.37 0.00
C -3.27 -5.04 -0.50 0.00
C 0.38 -4.71 1.01 0.00
C -1.22 -0.89 -5.23 0.00
C -0.80 4.78 0.93 0.00
C -1.66 -3.43 -1.26 0.00
C 5.65 -2.99 -0.37 0.00
C -1.36 3.54 3.05 0.00
C -2.20 3.79 -4.55 0.00
C -1.67 -5.64 -2.20 0.00
C 0.57 1.95 2.57 0.00
C -3.47 4.33 -4.45 0.00
C -1.47 2.00 -1.30 0.00
C 0.89 1.89 5.40 0.00
C -2.87 -0.56 -3.02 0.00
C 4.48 2.25 -0.95 0.00
C 1.92 -5.17 -0.79 0.00
C -0.78 -1.29 -3.98 0.01
H -3.10 3.17 -1.97 0.00
H 6.99 -2.27 -1.89 0.00
H 2.86 -1.25 -2.40 0.01
H -3.12 -3.04 0.27 0.00
H 1.11 6.50 -1.93 0.00
H -2.82 -0.01 -6.35 0.00
H 5.20 -1.16 -3.20 0.00
H 2.35 5.39 -0.11 0.00
H 1.01 1.83 6.48 0.00
H -2.53 4.67 1.93 0.00
H -4.18 4.92 -1.23 0.00
H -4.28 0.28 -4.39 0.00
H -0.32 -4.10 -2.80 0.00
H 1.16 1.04 -2.96 0.00
H 4.84 2.04 -1.96 0.00
H 6.44 -3.47 0.20 0.00
H 0.46 -8.02 0.30 0.00
H -0.86 3.09 5.49 0.00
H 0.13 2.47 -4.71 0.00
H 4.68 3.31 -0.76 0.00
H -4.54 6.50 -0.52 0.00
H -1.88 1.87 -0.31 0.00
H -4.87 5.56 -5.53 0.00
H 2.64 -4.82 -1.52 0.00
H 5.80 0.63 -0.26 0.00
H -1.26 -6.37 -2.88 0.00
H -4.10 -5.31 0.14 0.00
H -2.15 3.64 3.78 0.00
H -3.27 6.35 -1.75 0.00
H 0.22 -1.70 -3.86 0.01
H -3.16 -6.98 -1.42 0.00
H 4.10 -3.56 0.99 0.00
H 5.42 1.82 0.97 0.00
H 2.11 -7.22 -1.36 0.00
H -0.63 -6.41 1.83 0.00
H -0.10 -4.00 1.67 0.00
H -0.57 -1.00 -6.09 0.00
H 2.40 0.81 2.55 0.00
H -4.12 4.16 -3.61 0.00
H -3.50 -0.42 -2.15 0.00
H 2.67 0.75 4.96 0.00
H 1.13 4.31 1.73 0.00
H -1.33 6.65 -1.86 0.00
```

Calculated values
Relative energy (zero: lowest compared OMol25 entry of this formula, charge and spin) = 68.4 kJ/mol
Lowest unoccupied orbital energy (spin up / spin down) = -1.342 / -2.180 eV
Total charge = 0
HOMO energy (spin up / spin down) = -0.2598 / -0.2598 Ha
Multiplicity = 2
DFT total energy = -4789.4751 a.u.